[1]
DFT (wB97M-V/def2-TZVPD) results for a molecular structure, C25H31AuBr4NO6Si.

Positions of all 69 atoms, in Å:
Au 1.700 -0.109 0.139
Br 2.139 5.330 -4.442
C 1.947 3.591 -3.727
C 1.360 2.569 -4.500
Br 0.767 2.935 -6.256
C 1.216 1.299 -3.974
Br 0.404 -0.112 -4.916
C 1.708 0.979 -2.689
O 1.579 -0.168 -2.133
C 2.306 2.018 -1.901
O 2.660 1.720 -0.703
C 2.378 3.322 -2.443
Br 3.097 4.646 -1.310
C -0.199 -1.591 3.031
C -0.589 -0.119 2.856
C -2.035 0.030 3.360
C 0.334 0.668 3.800
Si -0.419 0.552 1.048
C -0.405 2.481 1.039
C -1.521 3.064 1.920
C 0.930 3.074 1.525
C -0.625 2.990 -0.395
C -1.778 -0.175 -0.114
C -3.128 0.519 0.131
C -1.953 -1.678 0.143
C -1.446 -0.039 -1.607
H -0.363 -1.867 4.078
H 0.855 -1.739 2.828
H -0.781 -2.274 2.416
H -2.057 -0.237 4.422
H -2.717 -0.648 2.844
H -2.428 1.043 3.267
H 0.286 0.214 4.796
H 0.040 1.713 3.904
H 1.375 0.628 3.472
H -1.353 2.874 2.982
H -2.513 2.691 1.658
H -1.532 4.151 1.784
H 1.179 2.788 2.547
H 0.846 4.167 1.501
H 1.756 2.797 0.876
H -1.631 2.780 -0.764
H 0.091 2.563 -1.099
H -0.488 4.076 -0.411
H -3.448 0.491 1.174
H -3.893 0.005 -0.462
H -3.117 1.562 -0.193
H -2.401 -1.892 1.116
H -1.006 -2.216 0.073
H -2.620 -2.089 -0.623
H -1.256 0.986 -1.925
H -2.302 -0.408 -2.185
H -0.579 -0.635 -1.883
O 2.887 -3.574 2.233
C 2.487 -2.830 1.353
O 2.718 -1.553 1.317
C 1.687 -3.432 0.211
C 0.760 -4.424 0.512
C -0.031 -4.985 -0.479
C 0.119 -4.584 -1.798
C 1.080 -3.630 -2.082
C 1.863 -3.035 -1.109
N 1.297 -3.263 -3.493
O 0.394 -3.498 -4.279
O 2.356 -2.754 -3.786
H 0.674 -4.744 1.543
H -0.767 -5.738 -0.226
H -0.479 -4.994 -2.597
H 2.585 -2.283 -1.396

total charge = -1
multiplicity = 1
orbital gap (alpha / beta) = 6.44 / 5.10 eV
calculated total energy = -331942.7660 eV
energy above the lowest of the compared OMol25 structures with the same formula, charge and spin = 0.057 eV

Here are the Mulliken charges for atoms 1 to 2, given in e: number 1, Au, carries -0.27; number 2, Br, carries -0.18


[2]
DFT (wB97M-V/def2-TZVPD) results for C3H3BrO in the gas phase.

Positions of all 8 atoms, in Å:
C 0.678 -1.463 -0.202
C 0.029 -0.384 -0.288
C -0.526 1.002 0.292
O 0.567 -0.769 -1.561
Br -0.913 1.060 2.147
H 1.233 -2.325 0.038
H -1.405 1.227 -0.384
H 0.336 1.652 -0.042

multiplicity = 1
structure (SMILES) = BrCC1=CO1
orbital gap = 8.97 eV
calculated total energy = -75244.9029 eV
energy above the lowest of the compared OMol25 structures with the same formula, charge and spin = 3.627 eV

Here are the Mulliken charges for atoms 1 to 2, given in e: number 1, C, carries -0.14; number 2, C, carries 0.12


[3]
DFT (wB97M-V/def2-TZVPD) results for 2 unconnected molecules or ions with the total composition C21H26ClFN3O4.

Positions of all 56 atoms, in Å:
Cl 0.191 -1.337 17.368
C -0.600 -2.255 16.068
N -0.299 -1.706 14.715
C -0.821 -0.289 14.529
C -0.565 0.150 13.124
N 0.034 -0.986 12.370
F 0.243 -0.528 10.872
C -0.820 -2.198 12.360
C -1.046 -2.617 13.784
C 1.369 -1.294 12.952
C 1.179 -1.776 14.353
H -0.233 -3.289 16.074
H -1.690 -2.194 16.186
H -1.894 -0.311 14.757
H -0.328 0.340 15.280
H -1.471 0.447 12.593
H 0.180 0.946 13.067
H -1.760 -1.960 11.859
H -0.274 -2.963 11.795
H -0.688 -3.641 13.969
H -2.112 -2.575 14.061
H 1.816 -2.041 12.296
H 1.931 -0.362 12.894
H 1.727 -1.184 15.095
H 1.480 -2.826 14.459
C 2.876 -0.056 9.249
C 3.466 0.522 7.974
C 4.992 0.518 7.976
O 3.073 -0.263 6.831
C 1.736 -0.235 6.575
O 1.255 -1.032 5.791
C 0.965 0.834 7.220
C -0.343 1.054 6.603
C -1.494 0.493 7.373
C -2.066 1.275 8.379
C -2.784 0.656 9.387
C -3.051 -0.714 9.334
C -3.650 -1.374 10.464
N -4.129 -1.896 11.401
C -2.646 -1.445 8.206
C -1.902 -0.832 7.200
C 1.709 2.042 7.570
O 1.215 3.151 7.626
O 3.054 1.889 7.786
H 1.778 -0.070 9.227
H 3.222 -1.082 9.395
H 3.185 0.535 10.114
H 5.354 0.923 7.029
H 5.370 1.137 8.792
H 5.365 -0.502 8.085
H -0.426 2.137 6.532
H -0.236 0.531 5.657
H -1.841 2.349 8.419
H -3.075 1.216 10.279
H -2.838 -2.513 8.180
H -1.547 -1.400 6.334

total charge = +1
multiplicity = 1
orbital gap = 3.05 eV
calculated total energy = -50085.8321 eV
energy above the lowest of the compared OMol25 structures with the same formula, charge and spin = 0.227 eV

Here are the Mulliken charges for atoms 1 to 2, given in e: number 1, Cl, carries -0.07; number 2, C, carries -0.44


[4]
DFT (wB97M-V/def2-TZVPD) results for a molecular structure, C24H32N4O2.

Positions of all 62 atoms, in Å:
C -0.883 6.959 -0.481
C -0.300 5.497 -0.252
C -1.076 4.402 -0.029
C -0.681 3.256 0.186
C 0.676 3.108 0.138
C 1.479 4.235 0.164
C 0.905 5.544 -0.077
C 2.169 6.581 -0.385
H 3.180 6.266 -0.243
H 1.851 7.326 0.365
H 2.087 7.017 -1.152
H 2.781 4.065 0.269
N 1.177 1.845 0.454
C 0.879 0.903 1.690
C 1.790 -0.120 1.399
C 2.473 0.278 0.522
N 2.129 1.385 -0.115
H 3.296 -0.322 0.065
C 1.710 -1.497 2.337
N 0.974 -2.408 1.622
C 1.809 -3.402 0.949
O 2.859 -3.593 1.529
C 1.047 -4.295 0.087
H -0.151 -4.205 0.305
H 1.650 -5.336 -0.002
C 1.353 -3.836 -1.433
H 2.288 -3.566 -1.625
H 1.206 -4.565 -2.094
C 0.533 -2.351 -1.701
N -0.883 -2.632 -1.917
C -1.575 -2.278 -0.949
O -1.298 -1.719 -0.019
C -3.115 -2.540 -1.342
C -3.405 -3.907 -1.948
C -2.248 -4.365 -2.820
C -1.184 -3.307 -2.979
H -1.727 -2.532 -3.866
H -0.616 -3.579 -3.527
H -1.576 -5.160 -2.242
H -2.569 -4.753 -3.524
H -4.476 -4.086 -2.297
H -3.476 -4.474 -0.734
H -3.803 -2.175 -0.523
H -3.495 -1.741 -2.261
H 0.891 -1.611 -0.966
H 0.981 -2.166 -2.765
H -0.009 -2.285 1.053
C 0.583 -1.202 3.459
H 0.595 -2.087 4.005
C -0.511 -0.204 3.274
H -1.018 -0.898 2.400
H -1.122 -0.267 4.043
C -0.107 0.882 2.605
H -1.232 1.513 2.282
H 0.052 1.592 3.490
H 1.225 -0.572 4.478
H 2.600 -1.705 2.532
H -1.383 2.557 0.375
H -2.155 4.685 -0.080
H -2.135 6.850 -0.402
H -0.511 7.674 0.110
H -0.510 7.319 -1.437

multiplicity = 1
orbital gap = 7.89 eV
calculated total energy = -35439.9813 eV
energy above the lowest of the compared OMol25 structures with the same formula, charge and spin = 24.917 eV

Here are the Mulliken charges for atoms 1 to 2, given in e: number 1, C, carries -1.53; number 2, C, carries 1.59


[5]
DFT (wB97M-V/def2-TZVPD) results for a gas-phase ion, C3H6O2P (charge -1).

Positions of all 12 atoms, in Å:
C 0.584 -0.988 0.352
C -0.877 -0.495 0.582
C 0.922 -0.010 -0.756
O -0.095 2.179 0.947
O -1.492 1.910 -1.106
P -0.472 1.288 -0.163
H 1.303 -0.738 1.215
H 0.687 -1.945 -0.090
H -1.566 -1.037 0.077
H -1.293 -0.229 1.569
H 1.949 0.277 -0.881
H 0.350 -0.213 -1.745

total charge = -1
multiplicity = 1
structure (SMILES) = O=P1([O-])CCC1
orbital gap = 8.34 eV
calculated total energy = -16593.7867 eV
energy above the lowest of the compared OMol25 structures with the same formula, charge and spin = 0.484 eV

Here are the Mulliken charges for atoms 1 to 2, given in e: number 1, C, carries -0.37; number 2, C, carries -0.90


[6]
DFT (wB97M-V/def2-TZVPD) results for a molecular structure, C5H4OS2.

Positions of all 12 atoms, in Å:
C 0.362 0.608 0.747
C -0.974 0.282 -0.005
C 0.381 -0.683 1.701
C -0.876 -0.139 -1.396
C -0.360 -0.429 -2.425
H 1.592 -0.013 -0.584
H -0.049 1.466 1.357
H -1.609 1.125 0.269
H -0.400 -0.690 -3.517
O 1.573 0.794 0.095
S -1.275 -1.146 1.174
S 1.633 -1.175 2.586

multiplicity = 1
orbital gap = 8.46 eV
calculated total energy = -28963.8442 eV
energy above the lowest of the compared OMol25 structures with the same formula, charge and spin = 2.817 eV

Here are the Mulliken charges for atoms 1 to 2, given in e: number 1, C, carries -0.21; number 2, C, carries 0.18